P | Below is 3 unconnected molecules or ions with the total composition C3H12N2O3, with properties calculated with ωB97M-V/def2-TZVPD.

Last column: Mulliken charge in e.
Positions of all 20 atoms, in Å:
N1 0.48349 2.80188 0.85534  -0.55
C1 0.99091 1.76879 0.02433  -0.42
C2 -0.07604 0.79946 -0.70616  -0.62
N2 -0.65139 -0.21010 0.21384  -0.11
C3 -1.96125 -0.34207 0.55120  0.10
O1 -2.38481 -1.25384 1.22693  -0.61
H1 0.08426 3.68455 0.43172  0.21
H2 -0.10702 2.57157 1.56645  0.17
H3 1.66700 1.27943 0.76297  0.26
H4 1.57113 2.27216 -0.79921  0.32
H5 -0.88137 1.39507 -1.21821  0.43
H6 0.30993 0.11333 -1.61613  0.25
H7 0.13201 -1.02614 0.29918  0.34
H8 -2.66669 0.41329 0.09350  0.31
O2 1.89004 -1.96287 -1.12499  -0.62
H9 2.63335 -1.76891 -0.49010  0.31
H10 1.30794 -2.52813 -0.77294  0.31
O3 -0.45830 -2.73364 0.20694  -0.73
H11 -0.99097 -2.62968 -0.56963  0.33
H12 -0.89220 -2.64417 1.06497  0.33

**HOMO level**: -8.98 eV
**2S+1**: 1
**HOMO-LUMO gap**: 9.7 eV

Q | Below is 3 unconnected molecules or ions with the total composition C3H12N2O3, with properties calculated with ωB97M-V/def2-TZVPD.

Last column: Mulliken charge in e.
Positions of all 20 atoms, in Å:
C1 1.94641 -1.63130 0.97433  -0.38
C2 1.34225 -1.37188 -0.39531  -0.10
C3 0.34653 -0.29672 -0.62626  0.36
N1 0.53499 1.12365 -0.26007  -0.40
O1 -1.07150 -0.59097 -0.04523  -0.54
N2 1.14118 -2.70274 1.74346  -0.61
H1 1.88430 -0.90724 1.76537  0.32
H2 3.02756 -1.93947 0.94337  0.37
H3 0.11412 -0.25353 -1.76000  0.17
H4 1.93120 -1.54665 -1.27263  0.36
H5 -0.33237 1.64314 -0.47205  0.15
H6 0.89927 1.41370 0.61505  0.22
H7 0.15372 -2.42730 1.66299  0.31
H8 1.14286 -3.57933 1.22116  0.26
H9 -1.68910 0.05042 -0.43767  0.34
H10 -1.49321 4.03765 -1.60358  0.20
O2 -1.28260 3.26142 -1.07631  -0.95
H11 -2.22769 2.43801 -0.48050  0.43
H12 -3.63732 1.64561 -0.35479  0.24
O3 -2.73059 1.63351 -0.14134  -0.74

**HOMO level**: -7.72 eV
**2S+1**: 1
**HOMO-LUMO gap**: 3.1 eV

R | Below is 3 unconnected molecules or ions with the total composition C3H12N2O3, with properties calculated with ωB97M-V/def2-TZVPD.

Last column: Mulliken charge in e.
Positions of all 20 atoms, in Å:
C1 1.77469 -0.72878 1.18609  -1.43
C2 0.98591 0.58775 1.10174  -0.38
N1 0.23498 0.64346 -0.14589  -0.06
C3 -0.64496 1.64106 -0.48071  0.38
N2 -0.89236 2.61375 0.47208  -0.43
O1 -1.28948 1.60974 -1.52034  -0.64
H1 1.27396 -1.51975 1.73556  0.34
H2 2.71676 -0.56913 1.70477  0.35
H3 1.98093 -1.10769 0.18150  0.38
H4 0.27128 0.53661 1.92520  0.36
H5 1.66874 1.42085 1.15991  0.42
H6 0.57128 0.07924 -0.91042  0.28
H7 -1.81730 2.97274 0.33877  0.26
H8 -0.45366 2.48403 1.36470  0.22
O2 -0.96242 -2.49782 0.15851  -0.64
H9 -0.91443 -3.10624 -0.58912  0.33
H10 -0.10338 -2.05766 0.15102  0.28
O3 -1.36965 -1.25725 -2.91565  -0.64
H11 -1.00527 -1.20294 -2.02278  0.31
H12 -2.02561 -0.54198 -2.89493  0.33

**HOMO level**: -9.93 eV
**2S+1**: 1
**HOMO-LUMO gap**: 10.5 eV

In hartree, relative to the most stable structure: P 0.0774; Q 0.2982; R 0.0000.

P | Below is 3 unconnected molecules or ions with the total composition C3H12N2O3, with properties calculated with ωB97M-V/def2-TZVPD.

Last column: Mulliken charge in e.
Positions of all 20 atoms, in Å:
N1 -2.32880 -0.03739 -0.87613  -0.64
C1 -0.85845 0.29138 -1.15322  -0.34
N2 -0.45189 1.07483 -0.01353  -0.34
C2 0.97613 1.34280 -0.10655  -0.37
C3 1.64855 1.59295 1.27309  0.06
O1 2.66811 0.93046 1.38337  -0.51
H1 -2.63330 -0.59735 -1.66060  0.21
H2 -2.79829 0.85620 -0.84767  0.24
H3 -0.80991 0.90832 -2.06429  0.31
H4 -0.32157 -0.65055 -1.32059  0.29
H5 -0.76196 0.65783 0.85229  0.34
H6 1.65641 0.46668 -0.47746  0.12
H7 1.29719 2.20819 -0.71165  0.26
H8 1.28528 2.26237 2.03743  0.43
O2 1.46849 -1.67928 0.05046  -0.61
H9 2.03397 -0.90175 0.08470  0.28
H10 1.68954 -2.17102 0.85203  0.32
O3 -1.46182 -2.11439 1.24481  -0.63
H11 -0.53733 -2.35714 1.12550  0.28
H12 -1.76033 -2.08313 0.32801  0.31

**HOMO level**: -9.23 eV
**2S+1**: 1
**HOMO-LUMO gap**: 10.0 eV

Q | Below is 3 unconnected molecules or ions with the total composition C3H12N2O3, with properties calculated with ωB97M-V/def2-TZVPD.

Last column: Mulliken charge in e.
Positions of all 20 atoms, in Å:
C1 1.68137 -0.91238 1.70583  -0.52
C2 1.24219 -1.04206 0.31106  -0.30
C3 0.05314 -0.37907 -0.19189  0.70
N1 -1.39044 -0.97993 -0.04378  -0.44
O1 -0.21078 0.75804 0.62365  -0.59
N2 2.11114 0.46540 2.01272  -0.63
H1 0.86111 -1.09151 2.41489  0.26
H2 2.49431 -1.60481 1.94259  0.40
H3 0.09513 -0.23030 -1.27832  0.21
H4 1.90362 -1.59079 -0.36534  0.40
H5 -2.11636 -0.69982 -0.71460  0.25
H6 -1.48153 -1.88188 0.39241  0.19
H7 1.36991 1.02232 1.55973  0.41
H8 2.96618 0.72639 1.55210  0.25
H9 -1.16723 0.95828 0.40201  0.36
H10 -1.51320 1.07133 -2.01406  0.38
O2 -2.39760 1.32504 -0.89259  -1.00
H11 -2.82602 2.12779 -1.22426  0.15
H12 -0.88710 1.23924 -3.49566  0.28
O3 -0.78783 0.71870 -2.69650  -0.74

**HOMO level**: -8.24 eV
**2S+1**: 1
**HOMO-LUMO gap**: 4.8 eV

In hartree, relative to the most stable structure: P 0.0000; Q 0.1571.

P | Below is a single C4H7P molecule, with properties calculated with ωB97M-V/def2-TZVPD.

Last column: Mulliken charge in e.
Positions of all 12 atoms, in Å:
H1 -3.59363 0.43635 0.92902  0.01
P1 -2.70579 -0.07202 -0.07742  -0.21
C1 -1.14407 -0.09181 0.53007  -0.28
C2 -0.01065 -0.04752 -0.49145  -0.15
C3 1.28957 0.71371 -0.16699  -0.39
C4 1.31167 -0.77950 -0.17635  -0.68
H2 -0.99717 -0.14582 1.61856  0.33
H3 -0.36272 0.18675 -1.43791  0.44
H4 1.55982 1.43646 0.71120  0.25
H5 1.53038 1.12350 -1.18182  0.21
H6 1.88881 -1.32259 -0.93291  0.21
H7 1.23377 -1.43753 0.67601  0.27

**HOMO level**: -8.64 eV
**2S+1**: 1
**HOMO-LUMO gap**: 8.9 eV

Q | Below is 2 unconnected molecules or ions with the total composition C4H7P, with properties calculated with ωB97M-V/def2-TZVPD.

Last column: Mulliken charge in e.
Positions of all 12 atoms, in Å:
C1 0.31525 -0.00124 2.13641  -0.76
C2 0.61486 0.30112 0.89202  -0.18
C3 -0.05649 0.54686 -1.51635  -0.80
C4 -0.21741 -0.11070 -0.20041  0.27
P1 0.50330 -1.20609 -1.58869  -0.05
H1 0.96785 0.43784 2.92417  0.28
H2 -0.72899 -0.51399 2.26044  0.20
H3 1.47046 0.77704 0.38371  0.22
H4 -0.93887 0.48762 -2.17353  0.29
H5 0.59633 1.46583 -1.50654  0.30
H6 -1.60528 -0.56931 0.04269  0.17
H7 -0.92101 -1.61498 -1.65391  0.04

**HOMO level**: -8.67 eV
**2S+1**: 1
**HOMO-LUMO gap**: 9.5 eV

In hartree, relative to the most stable structure: P 0.0000; Q 0.0390.

P | Below is 11 unconnected molecules or ions with the total composition H24NO10, with properties calculated with ωB97M-V/def2-TZVPD.

Last column: Mulliken charge in e.
Positions of all 35 atoms, in Å:
N1 0.33356 0.05363 0.41037  0.03
H1 -0.46045 0.54832 0.29172  0.06
H2 0.07274 -0.17971 1.25465  0.37
H3 1.12842 0.57634 0.13497  0.24
H4 0.32103 -0.76277 -0.26296  0.28
O1 -2.34176 -0.74007 3.41242  -0.59
H5 -1.40234 -0.97837 3.68895  0.31
H6 -2.22365 -1.44985 2.73559  0.29
O2 2.81161 2.29091 0.87433  -0.61
H7 3.41144 2.91366 0.56495  0.31
H8 3.41822 1.58744 1.34123  0.31
O3 3.66201 -0.98803 -0.33048  -0.58
H9 3.56552 -0.60738 -1.09605  0.24
H10 3.85468 -0.41918 0.47616  0.29
O4 0.53860 -2.25273 -2.07079  -0.64
H11 0.96539 -1.82936 -2.83734  0.30
H12 -0.42989 -2.39501 -2.43672  0.32
O5 -2.77647 2.15977 -0.58187  -0.80
H13 -3.63461 2.47591 -0.46418  0.30
H14 -2.47037 3.05361 -0.67463  0.33
O6 -1.97534 0.02116 -2.17600  -0.54
H15 -1.65419 0.35725 -2.99624  0.25
H16 -2.25670 0.88087 -1.69489  0.37
O7 1.20690 1.40042 -2.32778  -0.53
H17 1.01353 2.31844 -2.54731  0.30
H18 0.69848 0.99552 -2.96849  0.25
O8 -1.72778 1.83238 1.76937  -0.64
H19 -2.49841 1.72775 2.41604  0.34
H20 -2.13454 1.96805 0.96595  0.40
O9 -1.83554 -1.77175 0.67386  -0.59
H21 -2.58646 -1.73597 0.14906  0.26
H22 -1.43226 -2.67246 0.56748  0.32
O10 1.90376 -2.75357 1.12069  -0.58
H23 2.66100 -2.43370 0.68926  0.33
H24 2.27384 -3.19152 1.92866  0.30

**HOMO level**: -13.61 eV
**2S+1**: 1
**Total charge**: +1
**HOMO-LUMO gap**: 10.6 eV

Q | Below is 11 unconnected molecules or ions with the total composition H24NO10, with properties calculated with ωB97M-V/def2-TZVPD.

Last column: Mulliken charge in e.
Positions of all 35 atoms, in Å:
N1 -9.27756 7.11313 -7.16638  0.23
H1 -8.32876 7.04042 -6.82786  0.19
H2 -9.89998 7.32402 -6.39942  0.12
H3 -9.55697 6.29208 -7.68398  0.25
H4 -9.23037 7.94700 -7.73429  0.38
O1 -8.38846 9.82628 -6.90926  -0.59
H5 -8.04420 10.50354 -7.49153  0.23
H6 -9.12352 10.24545 -6.46179  0.32
O2 -9.54707 5.66401 -9.53803  -0.62
H7 -9.62450 5.86557 -10.47056  0.27
H8 -9.00823 4.87348 -9.50731  0.29
O3 -9.79451 7.05950 -4.30293  -0.55
H9 -10.74556 6.98779 -4.22172  0.27
H10 -9.54364 7.69498 -3.63250  0.27
O4 -5.42352 5.27307 -5.16789  -0.63
H11 -5.78180 5.16107 -4.28737  0.31
H12 -6.18476 5.47124 -5.71331  0.34
O5 -11.35023 5.24645 -6.28418  -0.62
H13 -12.20339 5.26913 -6.71759  0.26
H14 -11.52236 4.83584 -5.43683  0.30
O6 -6.57644 6.87294 -7.49302  -0.60
H15 -5.77150 7.26979 -7.16012  0.30
H16 -6.35899 6.60096 -8.38463  0.23
O7 -6.82133 9.03777 -4.66255  -0.60
H17 -7.42633 9.19436 -5.38758  0.34
H18 -7.38408 8.78452 -3.93083  0.29
O8 -10.92199 9.64920 -5.82139  -0.53
H19 -11.63309 10.26169 -6.00959  0.28
H20 -11.32382 8.97656 -5.27156  0.24
O9 -8.63935 4.44832 -6.16260  -0.59
H21 -9.57300 4.64825 -6.09507  0.32
H22 -8.33607 4.40925 -5.25556  0.30
O10 -10.84034 8.93430 -9.19259  -0.58
H23 -11.11159 9.76623 -9.58062  0.30
H24 -10.67052 8.36388 -9.94227  0.27

**HOMO level**: -13.49 eV
**2S+1**: 1
**Total charge**: +1
**HOMO-LUMO gap**: 10.4 eV

In hartree, relative to the most stable structure: P 0.1063; Q 0.0000.